1.
6
Properties=species:S:1:pos:R:3:forces:R:3:mulliken_charge:R:1 method="wB97M-V/def2-TZVPD" s2=2.0631 lumo_ev="0.665 / -1.779" relative_energy_kj_mol=122.1 e_tot_ev=-17363.037 homo_energy_ev="-7.58 / -9.79" multiplicity=3
N 0.278 0.152 -1.275 0.66 -0.04 -0.61 -0.24
N -0.707 0.648 -0.942 1.79 -0.57 -1.82 0.26
N 0.753 -0.818 0.358 0.78 1.29 0.29 -0.08
O -0.160 -0.589 1.167 1.13 -1.08 0.52 -0.23
S -1.720 0.752 0.187 -4.11 1.61 1.71 -0.03
H 1.558 -0.145 0.506 -0.25 -1.21 -0.09 0.32


2.
35
Properties=species:S:1:pos:R:3:forces:R:3:mulliken_charge:R:1 method="wB97M-V/def2-TZVPD" total_charge=+1 lumo_ev=-2.483 relative_energy_kj_mol=261.2 e_tot_ev=-28036.447 homo_energy_ev=-13.02
H 3.266 -3.123 -0.422 -0.11 1.59 0.95 0.29
N 3.329 -2.128 -0.022 1.19 -3.30 -1.83 -0.57
C 2.276 -1.640 0.411 -0.34 1.52 0.39 0.11
C 0.837 -2.114 0.530 0.26 1.14 -1.40 -0.78
S -0.028 -1.011 -0.716 -1.77 0.16 1.45 -0.26
C -1.549 -0.383 0.331 1.02 -3.21 1.18 -0.86
C -2.733 -0.165 -0.569 -0.86 -1.33 1.69 0.48
C -3.105 -1.350 -1.383 -0.33 -0.65 -2.28 -1.35
C -3.946 0.172 0.312 -1.25 1.45 -0.68 -1.37
C 2.553 -0.168 0.844 -3.32 -1.72 3.14 -0.62
N 2.098 0.783 -0.078 0.08 4.18 -2.83 0.39
C 3.041 1.004 -1.231 -0.68 1.19 -1.03 -0.85
C 1.854 2.179 0.529 0.23 -1.56 1.28 -0.14
O 1.107 3.015 -0.310 -0.65 1.49 -1.73 -0.43
C 0.490 2.617 0.807 1.48 -1.15 0.11 0.38
N -0.486 2.553 1.530 -0.75 -0.06 1.10 -0.49
H -1.337 3.074 1.398 -0.09 0.31 -0.55 0.29
H 0.492 -1.994 1.537 -0.39 0.42 0.50 0.49
H 0.513 -3.065 0.169 0.78 -1.00 0.02 0.47
H -1.330 0.447 0.955 0.63 1.13 -0.09 0.51
H -1.610 -1.207 1.135 -0.46 0.73 -1.48 0.49
H -2.263 0.447 -1.295 -0.77 2.09 -0.71 0.34
H -3.308 -2.290 -0.899 -0.29 -0.15 0.82 0.33
H -4.009 -1.133 -2.073 1.74 -0.27 0.94 0.35
H -2.170 -1.536 -1.923 -0.69 -0.44 -0.89 0.42
H -4.130 -0.647 1.012 -0.11 -0.35 -0.49 0.40
H -4.927 0.436 -0.265 1.92 -0.69 0.90 0.32
H -3.767 0.988 0.994 0.13 0.70 0.06 0.38
H 3.599 -0.043 1.033 0.37 0.05 0.78 0.44
H 1.726 0.041 1.638 2.25 -0.52 0.11 0.39
H 1.153 0.375 -0.461 0.59 0.48 0.21 -0.12
H 3.948 1.566 -0.841 -1.01 -0.99 -0.70 0.34
H 3.224 0.038 -1.698 0.54 0.04 0.29 0.38
H 2.488 1.609 -2.038 0.92 -0.61 1.42 0.33
H 2.705 2.656 1.057 -0.24 -0.70 -0.61 0.52


3.
15
Properties=species:S:1:pos:R:3:forces:R:3:mulliken_charge:R:1 method="wB97M-V/def2-TZVPD" lumo_ev=0.690 relative_energy_kj_mol=560.5 e_tot_ev=-20899.725 homo_energy_ev=-8.91
C 0.104 1.059 -0.787 0.43 -4.45 -1.05 0.23
C -1.031 0.471 0.071 0.90 -0.81 2.85 -0.39
C 0.104 -0.087 1.268 -1.09 -1.50 -4.30 -0.58
C 0.841 -0.380 -0.205 -0.48 2.57 0.84 0.00
C -0.101 -1.498 -0.737 0.77 3.74 1.37 -0.59
C -1.254 -0.952 -0.359 -4.27 -2.90 0.66 -0.33
H 1.770 2.158 -0.167 -4.97 -0.13 -0.62 0.37
H -0.161 0.889 -1.973 1.03 1.23 2.61 0.25
H -1.776 1.170 0.471 -0.22 -0.63 -0.44 0.47
H -0.135 -1.135 1.661 0.24 2.12 0.27 0.32
H 0.405 0.751 1.835 0.81 0.41 1.01 0.36
H 0.217 -2.456 -0.842 0.49 -2.63 -0.50 0.46
H -2.281 -1.769 0.100 3.07 3.07 -2.04 0.22
O 0.627 2.209 -0.245 4.53 0.10 -0.09 -0.57
Cl 2.673 -0.429 -0.091 -1.24 -0.18 -0.55 -0.22